# 1
58
Properties=species:S:1:pos:R:3 method="wB97M-V/def2-TZVPD" e_lumo_ev=-0.3938 gap_ha=0.306 smiles="CCOc1ccc(S(=O)(=O)c2c(C(=O)c3ccc(C)cc3)cnc3cc4c(cc23)OCCO4)cc1" total_energy_ev=-52981.6310
C -0.49256 4.39856 -6.14759
C -0.89299 3.25088 -5.23429
O 0.21524 2.96233 -4.39924
C 0.12902 1.95443 -3.50460
C 1.28480 1.71435 -2.74995
C 1.30606 0.71042 -1.80759
C 0.17108 -0.05683 -1.60578
S 0.23314 -1.35953 -0.37633
O 1.25474 -2.29405 -0.76474
O -1.09394 -1.87440 -0.15647
C 0.80335 -0.48439 1.09909
C 1.97506 -0.86126 1.70111
C 2.76516 -2.06841 1.29819
O 3.89204 -1.94848 0.86792
C 2.11745 -3.36785 1.55522
C 2.73432 -4.51764 1.06339
C 2.14545 -5.75320 1.22874
C 0.92976 -5.87655 1.89291
C 0.26660 -7.20995 2.04355
C 0.32578 -4.72892 2.39779
C 0.90541 -3.48779 2.23397
C 2.46661 -0.04136 2.74869
N 1.87023 1.03293 3.16824
C 0.69992 1.39703 2.61160
C 0.06525 2.56339 3.06843
C -1.13060 2.96893 2.52918
C -1.76262 2.17843 1.53065
C -1.14480 1.05046 1.04779
C 0.09947 0.64665 1.55411
O -2.98794 2.51088 1.03033
C -3.68449 3.46527 1.80462
C -2.75060 4.61011 2.18457
O -1.69100 4.12641 2.98307
C -0.97333 0.16276 -2.34292
C -1.00238 1.16650 -3.29583
H -1.31698 4.64964 -6.80857
H 0.36958 4.11383 -6.74397
H -0.23048 5.27074 -5.55529
H -1.15487 2.36556 -5.82889
H -1.76005 3.53561 -4.62289
H 2.15037 2.33066 -2.93248
H 2.19612 0.50529 -1.23315
H 3.67066 -4.41050 0.53759
H 2.62766 -6.63555 0.83261
H -0.23437 -7.28810 3.00609
H 0.98778 -8.01827 1.95077
H -0.48578 -7.33462 1.26423
H -0.61680 -4.81190 2.91964
H 0.41291 -2.61612 2.63970
H 3.39943 -0.29945 3.23152
H 0.52843 3.14487 3.84787
H -1.65015 0.45172 0.30962
H -4.51468 3.81396 1.18926
H -4.07385 2.99377 2.71698
H -3.26496 5.36474 2.78097
H -2.34908 5.07137 1.27197
H -1.83599 -0.46071 -2.16514
H -1.90359 1.32336 -3.86626


# 2
60
Properties=species:S:1:pos:R:3 method="wB97M-V/def2-TZVPD" spin_multiplicity=3 e_lumo_ev="-6.9340 / -9.1311" gap_ha="0.224 / 0.144" charge=+2 total_energy_ev=-54444.8000
Au -0.54213 -0.41186 0.41152
N -3.41953 -1.64216 3.52942
C -2.42703 -1.30296 2.71912
S -2.85363 -0.97496 1.05582
N -1.21073 -1.25016 3.21052
N -0.18753 -0.99336 2.44432
C 1.05147 -1.07716 2.85912
C 1.39247 -1.32486 4.25732
C 2.39417 -2.23436 4.62302
C 2.75587 -2.37006 5.94782
C 2.12247 -1.61626 6.92812
C 1.10847 -0.73416 6.57742
C 0.73247 -0.59606 5.25732
C 2.09457 -0.91056 1.85372
C 3.45577 -0.84126 2.17122
C 4.38957 -0.84376 1.14672
C 3.95227 -0.86756 -0.17118
C 2.58557 -0.81776 -0.40448
N 1.69477 -0.84286 0.57062
H -4.36353 -1.68786 3.18172
H -3.23093 -1.88656 4.48942
H 2.85097 -2.85406 3.86582
H 3.53147 -3.06496 6.22742
H 2.41027 -1.72546 7.96222
H 0.62727 -0.14116 7.33942
H -0.03253 0.11224 4.98112
H 3.77417 -0.78036 3.20042
H 5.44437 -0.82706 1.37942
H 4.65397 -0.90036 -0.98908
H 2.18457 -0.74466 -1.40448
C -1.91963 2.95684 -4.92098
O -1.63083 1.67594 -4.38778
C -2.55183 0.99874 -3.69478
C -3.82133 1.48094 -3.36168
C -4.70603 0.68994 -2.66118
C -4.36443 -0.61346 -2.30188
C -3.13033 -1.12716 -2.65778
C -2.20533 -0.33206 -3.32498
N -0.99343 -0.88416 -3.78068
C 0.19957 -0.32606 -3.81298
C 0.61937 0.83424 -3.13228
C 1.73627 1.56124 -3.60588
C 2.11357 2.74154 -3.01948
C 1.41537 3.22394 -1.90438
C 0.37627 2.50904 -1.36698
C -0.04663 1.28814 -1.93948
O -0.97223 0.56574 -1.40218
H -1.01453 3.25634 -5.44858
H -2.14853 3.68184 -4.13578
H -2.75223 2.90874 -5.62738
H -4.12223 2.46984 -3.67198
H -5.68553 1.07174 -2.41588
H -5.06663 -1.22506 -1.75818
H -2.87263 -2.14426 -2.40228
H -1.09633 -1.78816 -4.23278
H 0.93067 -0.84616 -4.42048
H 2.25457 1.19754 -4.48008
H 2.94027 3.30974 -3.41608
H 1.70417 4.16554 -1.46078
H -0.12883 2.85144 -0.47528


# 3
61
Properties=species:S:1:pos:R:3 method="wB97M-V/def2-TZVPD" spin_multiplicity=5 e_lumo_ev="-6.2429 / -8.1218" gap_ha="0.250 / 0.206" charge=+2 total_energy_ev=-63463.2032 relative_energy_kj_mol=16.9
Pd 0.64144 -0.93549 -0.19994
N -2.43748 0.51075 2.69040
C -1.29759 0.29087 2.05697
N -1.07011 -0.72375 1.26512
C -2.10249 -1.62975 1.01580
N -1.95181 -2.61797 0.19146
N -0.70469 -2.61902 -0.36933
C -0.32817 -3.63440 -1.04160
C 1.06478 -3.64533 -1.50244
C 1.57124 -4.67487 -2.27475
C 2.91381 -4.64671 -2.63031
C 3.69941 -3.59692 -2.19027
C 3.11519 -2.60248 -1.41911
N 1.83274 -2.61997 -1.08002
C -3.37448 -1.44961 1.70179
C -4.44956 -2.32804 1.52972
C -5.63427 -2.09898 2.19379
C -5.77031 -0.99185 3.03514
C -4.72409 -0.11060 3.21643
C -3.53178 -0.35244 2.54593
H -2.51735 1.31743 3.29209
H -0.50914 1.01670 2.21724
H -0.99091 -4.47887 -1.20530
H 0.92396 -5.48321 -2.58564
H 3.33589 -5.43682 -3.23586
H 4.75081 -3.53883 -2.43213
H 3.70362 -1.77057 -1.05085
H -4.33107 -3.17898 0.87475
H -6.46452 -2.77879 2.06479
H -6.70518 -0.82077 3.55093
H -4.82579 0.74816 3.86754
Cl 6.05212 3.50322 -0.61652
C 4.73506 2.49357 -0.97837
C 4.34909 2.33203 -2.29636
C 3.27356 1.52436 -2.64695
I 2.71932 1.29580 -4.59990
C 2.53522 0.83407 -1.62976
O 1.55458 0.09885 -1.88721
C 2.96464 1.00635 -0.24146
N 2.24385 0.33592 0.67731
C 2.57077 0.45583 1.95442
C 3.63340 1.25345 2.38391
C 4.37538 1.94331 1.45494
C 4.04361 1.82614 0.09564
H 4.90423 2.85375 -3.06404
H 1.98007 -0.11321 2.66245
H 3.86146 1.31700 3.43818
H 5.20309 2.56899 1.75915
C -2.42682 3.44282 -2.00641
C -2.15030 2.66998 -0.70477
C -1.98900 3.63635 0.46535
C -0.95450 1.80023 -0.87558
H -3.32849 4.04747 -1.90353
H -2.56680 2.76590 -2.84887
H -1.59627 4.11131 -2.23984
H -3.02150 2.02723 -0.52277
H -1.12746 4.28927 0.30685
H -1.83857 3.11128 1.41205
H -2.86644 4.27290 0.57756
H 0.02871 2.18544 -0.61939
H -0.99412 0.99149 -1.59842


# 4
59
Properties=species:S:1:pos:R:3 method="wB97M-V/def2-TZVPD" e_lumo_ev=-2.8241 gap_ha=0.154 total_energy_ev=-46326.8302 relative_energy_kj_mol=150.2
F 2.56722 -1.26975 -0.53343
C 2.17182 0.03086 -0.40315
C 2.22520 0.85139 -1.48907
F 2.64552 0.36966 -2.68696
C 1.81405 2.25567 -1.36342
O 1.71967 3.00620 -2.36494
C 1.59184 2.73338 -0.00382
F 1.35679 4.05521 0.19079
C 1.60698 1.84229 1.05072
F 1.47804 2.31978 2.29728
C 1.73061 0.45423 0.86265
O 1.55759 -0.49067 1.90800
C -2.98319 3.21611 4.11698
C -2.24274 1.97031 3.73111
C -1.86298 1.73002 2.40688
C -1.31492 0.49411 2.02546
C -1.21242 -0.02714 0.69051
C -0.95559 -0.38030 3.07198
N -0.31502 -1.55154 2.66602
C 0.61770 -1.48086 1.57684
N 1.13124 -2.88246 1.55309
C 2.21086 -3.52255 0.86897
C 3.52754 -3.30189 1.34306
C 3.83588 -2.49317 2.56162
C 4.57696 -4.00475 0.74054
C 4.31118 -5.08784 -0.10562
C 5.42848 -5.80946 -0.77062
C 2.98958 -5.53383 -0.23273
C 1.92634 -4.76139 0.24707
C 0.58144 -5.42211 0.21251
C 0.45378 -3.60961 2.51625
C -0.46531 -2.83066 3.10363
C -1.29798 -0.16730 4.40844
C -1.00154 -1.15948 5.50133
C -2.00496 0.99626 4.71014
H -3.15166 3.24426 5.19843
H -2.42144 4.10964 3.83017
H -3.95935 3.27134 3.62035
H -2.05568 2.49383 1.64168
H 0.08930 -1.15681 0.66283
H -1.94223 -0.79871 0.43391
H -0.93321 0.62370 -0.14735
H 4.91109 -2.33063 2.58312
H 3.33426 -1.52527 2.59200
H 3.60095 -3.06776 3.45771
H 5.59755 -3.76077 1.05865
H 5.04434 -6.63413 -1.36469
H 5.97261 -5.14005 -1.43679
H 6.15366 -6.20901 -0.06016
H 2.77403 -6.49818 -0.69272
H 0.61716 -6.22709 -0.53312
H 0.35319 -5.93168 1.16322
H -0.26289 -4.77141 -0.04794
H 0.68356 -4.64905 2.70617
H -1.15379 -3.07011 3.89468
H -1.11187 -0.68839 6.50112
H -1.71047 -2.01551 5.49353
H 0.03174 -1.54852 5.42962
H -2.35543 1.17799 5.73374